A cluster of 8 separate species, C40H36F6N2 in total. Source: the Open Molecules 2025 dataset; level of theory: ωB97M-V/def2-TZVPD.

Last column: Mulliken charge in e.
Cartesian coordinates (Å):
C  -12.21017  -1.97367  16.79932  0.477
C  -11.94616  0.71086  13.08837  -0.879
H  -16.35696  -0.63743  7.58837  0.421
H  -13.39086  -2.51491  9.96664  0.200
H  -15.50063  -2.67031  8.89824  0.381
F  -11.89681  3.10922  18.03530  -0.231
C  -12.87522  -3.14192  16.90458  -0.042
C  -8.68459  3.39070  10.20788  -0.278
C  -15.66893  4.69384  18.15047  -0.720
H  -11.10885  -1.36476  19.92524  0.404
F  -7.70057  2.37161  13.46017  -0.293
H  -8.48205  2.49865  21.00415  0.373
H  -11.98539  -1.56315  15.82600  -0.026
H  -13.48816  5.19783  9.74022  0.388
F  -17.68825  4.91203  11.20736  -0.331
H  -6.88401  2.61379  10.96019  0.411
H  -11.86898  -0.69091  9.68577  0.437
C  -9.69867  2.72918  17.37623  0.048
H  -13.62051  -4.50331  18.32669  0.381
H  -13.91457  3.48518  14.77747  0.421
H  -12.52351  -3.38881  20.31593  0.371
C  -7.86832  2.94776  11.25343  -0.824
C  -13.76512  5.68846  11.81495  -0.490
C  -14.53100  0.46429  7.92406  0.192
C  -10.39781  3.92062  11.66956  0.093
F  -11.22750  -0.29353  12.56834  -0.303
C  -9.90900  -3.09333  12.05594  0.345
C  -12.84982  -0.62546  9.23849  -0.354
C  -11.63658  -1.88600  19.14024  -0.538
H  -11.00417  -0.42641  17.75514  0.423
H  -14.31956  6.12976  13.85542  0.459
C  -9.93631  3.87224  10.38512  -0.732
H  -15.80010  4.43977  9.47797  0.443
F  -15.05841  1.52737  7.32495  -0.321
H  -9.97583  3.00913  16.37065  0.293
H  -16.75530  5.65742  13.44146  0.386
H  -16.58711  4.64400  18.73576  0.317
H  -12.74358  1.56339  11.29233  0.550
C  -8.95216  2.47697  20.03208  -0.536
C  -12.42627  -2.98400  19.31939  -0.495
H  -14.89414  5.20248  18.72414  0.276
H  -12.66801  1.40035  8.45254  0.570
C  -14.93379  -1.76793  8.72272  -0.742
C  -13.69999  -1.69437  9.33612  -0.062
C  -11.87179  0.84787  14.49175  0.260
H  -14.12143  3.15755  12.40113  0.507
H  -11.88889  -2.98046  13.06260  0.130
C  -11.40360  -3.22387  12.11743  -0.067
C  -14.17666  5.25947  10.57002  -0.399
C  -11.55870  -1.34700  17.86199  -0.270
H  -11.62464  -4.26821  11.89703  0.373
H  -11.38359  4.30097  11.89307  -0.002
H  -10.14243  3.41636  13.75730  0.448
F  -13.56487  -3.66722  15.81026  -0.290
C  -7.96614  2.39200  19.01888  -0.530
H  -11.74848  -2.65601  11.25331  -0.352
H  -12.72546  5.90674  12.00950  0.593
C  -13.41585  2.57963  12.97954  -1.033
C  -13.31837  2.67799  14.37825  -0.258
C  -12.58902  1.79482  15.16929  -0.647
C  -16.40402  5.12635  11.42693  0.529
C  -9.71613  3.36176  12.76650  -0.524
C  -12.71285  1.64986  12.36843  0.186
H  -11.03361  2.68487  20.51740  0.406
N  -15.14173  2.08662  17.78958  -0.471
C  -15.37967  3.23207  17.95133  0.440
C  -10.63109  2.85605  18.41580  0.299
H  -8.36151  3.35164  9.17808  0.356
N  -8.78290  -2.91574  11.95398  -0.460
C  -15.51848  4.95278  10.38566  -0.581
C  -8.34010  2.52857  17.66225  -0.436
H  -11.29302  0.15757  15.08748  0.546
C  -8.42444  2.91095  12.50773  0.785
H  -10.62863  4.28826  9.66817  0.467
C  -12.99623  -3.63004  18.20801  -0.353
H  -12.62356  1.83700  16.24791  0.550
C  -15.38013  -0.66345  8.04827  -0.253
C  -13.25392  0.49724  8.53917  -0.419
C  -14.64557  5.78278  12.88602  -0.383
H  -6.93992  2.08628  19.15955  0.369
C  -10.30017  2.75472  19.72773  -0.477
H  -7.65231  2.52644  16.82957  0.448
C  -15.99893  5.59807  12.67284  -0.546
H  -15.83532  5.13907  17.16957  0.194

## Properties
**Structure (SMILES)**: Fc1ccccc1.Fc1ccccc1.Fc1ccccc1.Fc1ccccc1.Fc1ccccc1.Fc1ccccc1.CC#N.CC#N
**LUMO energy**: 0.0150 Ha
**Frontier orbital gap**: 0.341 Eh


A structure of composition C40H36I2O2P2PdS2. Source: the Open Molecules 2025 dataset; level of theory: ωB97M-V/def2-TZVPD.

Last column: Mulliken charge in e.
Cartesian coordinates (Å):
C  -3.25081  -2.35791  -2.99430  -0.749
H  1.21389  1.08067  3.22523  0.495
C  2.93068  -1.22421  -0.24469  0.650
S  1.72420  -1.92221  -1.38884  1.250
C  -2.50248  -0.63883  -1.49228  -0.164
H  2.76671  1.61883  -5.62539  0.442
C  5.22763  -0.73259  0.24959  -0.867
C  -1.65007  4.81461  -3.30917  -0.541
C  -0.01433  -5.75916  1.03459  -0.542
C  2.57923  -1.12321  1.10345  0.093
C  2.90729  -1.15215  -3.70050  -0.663
C  1.27030  0.49556  5.28542  -0.822
I  -4.71174  -1.35755  4.11605  -0.458
C  0.96661  -1.04434  3.45518  0.539
C  1.24431  -5.34071  1.44546  -0.846
C  0.95389  -1.84391  5.72749  -0.676
H  3.36722  -2.12954  -3.61931  0.666
C  -2.84040  3.17689  0.25196  -0.489
H  1.06579  2.21538  -3.97742  0.428
H  -3.20398  3.68696  -4.26740  0.411
C  -1.00999  -4.82605  0.78611  -0.693
H  3.90920  -0.57606  -5.51099  0.413
H  0.84844  -2.66317  6.42644  0.399
H  0.68865  -3.09823  4.00965  0.373
H  -1.98909  -5.14681  0.45568  0.436
C  -1.87520  2.42190  -3.16147  -0.391
H  0.77183  3.50059  -1.34682  0.389
P  -0.11298  0.78839  -1.64773  1.551
C  4.90920  -0.67270  1.59591  -0.861
C  1.16240  -0.55619  6.19102  -0.556
O  2.27829  -3.22800  -1.84040  -0.853
P  0.81188  -1.27804  1.64523  1.157
C  -0.75434  -3.47344  0.95941  -0.357
H  5.68110  -0.47639  2.32868  0.427
H  -2.40805  1.51833  -3.42900  0.452
C  -3.86336  3.62155  1.29110  -0.794
H  1.22913  -0.36615  7.25421  0.387
C  -2.12043  -2.15624  -3.77262  -0.738
C  -2.32601  3.64777  -3.63555  -0.762
C  1.28092  0.42520  -2.81332  0.056
H  2.02944  -6.06481  1.61838  0.425
H  -2.41976  4.00810  -0.31826  0.267
C  2.55136  0.93343  -4.81588  -0.844
C  -1.34731  -0.44623  -2.24863  0.760
H  -0.21442  -6.81396  0.89797  0.383
H  -2.68270  -0.04609  -0.59991  0.078
H  -0.30590  -1.06508  -4.03113  0.396
H  6.24426  -0.56943  -0.08330  0.408
H  -1.96439  -2.74204  -4.66914  0.447
H  -2.49448  2.23004  3.25628  0.307
C  0.86502  -2.08988  4.36063  -0.724
H  -4.56030  4.34627  0.87062  0.368
C  -3.44552  -1.58717  -1.85572  -0.787
I  -2.34549  -0.47821  2.54352  -0.291
H  -3.67850  4.38522  3.32989  0.400
C  1.16072  0.25412  3.92792  -0.367
H  -4.32190  -1.72938  -1.23651  0.495
H  -2.00303  5.76785  -3.68125  0.377
H  2.49186  -3.67035  1.92613  0.494
C  4.23408  -1.02133  -0.67128  -0.722
C  1.50215  -3.99086  1.62194  -0.072
C  -0.52083  4.75637  -2.50113  -0.842
H  -4.44128  2.75928  1.63209  0.333
C  -2.03739  3.08785  2.76842  -0.722
Pd  -0.54166  0.39620  0.81472  0.273
H  3.37341  -0.79131  3.07119  0.466
C  -3.05459  4.17749  2.46122  -0.706
C  3.19378  -0.28970  -4.75128  -0.877
C  -1.17727  -1.20531  -3.40449  -0.189
C  0.49898  -3.04963  1.39323  0.677
H  -1.15224  3.39997  3.32063  0.391
C  3.59907  -0.86079  2.01652  -0.753
H  -3.19620  2.41287  -0.43627  0.211
H  -1.52707  -2.74542  0.74746  0.089
C  -0.08066  3.53649  -2.01196  -0.107
H  4.47870  -1.09966  -1.72135  0.445
C  -0.75222  2.35633  -2.34126  0.236
H  1.42553  1.50585  5.64162  0.440
C  1.99823  -0.76922  -2.73113  -0.009
H  -3.97618  -3.11134  -3.27254  0.388
O  -0.22835  3.45534  0.86935  -0.702
H  0.00923  5.66273  -2.23925  0.431
H  -2.54777  5.10148  2.17480  0.291
C  1.59411  1.27844  -3.86650  -0.836
S  -1.38803  2.55664  1.16304  1.081

## Properties
**LUMO energy (spin up / spin down)**: -0.0283 / -0.0343 Ha
**Frontier orbital gap (spin up / spin down)**: 0.230 / 0.220 Eh


Looking at ΔE to the lowest compared entry with this formula, charge and spin for the records above, in order, we have 13.6; 0.0 kcal/mol.